{
  "formula": "C34H68O31",
  "method": "ωB97M-V/def2-TZVPD",
  "elements": ["O", "O", "O", "O", "O", "O", "O", "O", "O", "O", "O", "O", "O", "O", "O", "O", "O", "O", "O", "O", "O", "O", "O", "O", "O", "O", "O", "O", "O", "O", "O", "C", "C", "C", "C", "C", "C", "C", "C", "C", "C", "C", "C", "C", "C", "C", "C", "C", "C", "C", "C", "C", "C", "C", "C", "C", "C", "C", "C", "C", "C", "C", "C", "C", "C", "H", "H", "H", "H", "H", "H", "H", "H", "H", "H", "H", "H", "H", "H", "H", "H", "H", "H", "H", "H", "H", "H", "H", "H", "H", "H", "H", "H", "H", "H", "H", "H", "H", "H", "H", "H", "H", "H", "H", "H", "H", "H", "H", "H", "H", "H", "H", "H", "H", "H", "H", "H", "H", "H", "H", "H", "H", "H", "H", "H", "H", "H", "H", "H", "H", "H", "H", "H"],
  "positions_angstrom": [[1.51132, 6.38922, -3.29665], [2.56111, 0.95537, -2.08028], [-0.75043, -6.54079, 5.36335], [-2.70048, -7.13698, 6.18707], [6.04211, 0.79347, 2.34671], [-0.39640, 6.26512, -4.47172], [4.40508, -0.50594, 1.54864], [1.44172, -2.54921, 5.90473], [-0.31612, -0.34299, 2.86366], [-5.95827, 2.11793, -1.73935], [6.41228, -1.06587, 1.10769], [-1.96502, 2.10415, -3.60948], [3.66490, -2.63541, 5.57524], [-3.91347, 1.91648, -0.84746], [-0.79625, -3.05470, -4.05023], [-2.14334, 3.38812, -5.32973], [2.44281, -4.45486, 5.99986], [1.29335, 5.94712, 1.69360], [-0.96284, -8.57193, 6.23053], [-3.10297, -3.03604, 1.43938], [-4.45315, 0.91273, -2.78384], [-3.12121, -1.22215, 0.07100], [-0.00980, -2.23822, 1.68688], [-0.94307, -4.94211, -2.79955], [0.33461, -3.35379, -2.12901], [-0.24911, 2.15424, -5.07004], [-3.82428, -1.09732, 2.15883], [-0.67446, 5.83739, 0.87260], [-0.00827, 4.74368, -3.00637], [-0.01479, -0.40588, 0.62095], [0.49662, 3.93793, 1.04857], [-3.63530, -8.10273, 6.59659], [-1.67233, 5.20173, 0.08029], [-1.36301, 2.49032, -4.75255], [7.82306, -0.96903, 1.25548], [-3.96804, 0.30074, 1.94702], [-0.30327, 0.98219, 0.48914], [-6.51225, 2.77231, -0.60501], [0.90965, -2.05054, -2.24892], [0.39368, 5.12667, 1.18649], [2.58158, 5.37457, 1.92730], [-3.32030, -1.87804, 1.21473], [2.54512, 0.89886, -3.51064], [0.47790, 5.83388, -3.57015], [3.57695, -5.29661, 5.90524], [5.66341, -0.16514, 1.72241], [-0.14095, 7.51422, -5.09234], [-1.35218, -5.27909, 5.10784], [-1.60045, -5.60393, -3.86883], [3.90703, 0.63929, -1.61219], [-5.15746, 1.02826, -4.00749], [-2.62010, -2.03382, -0.98998], [-0.07059, -3.05278, 2.83072], [-0.13058, -0.92816, 1.83002], [-0.49889, -3.70481, -3.08618], [-1.35709, 1.05783, -2.89080], [-1.80326, 3.73742, -6.66457], [1.45245, -1.13746, 5.74083], [2.60463, -3.15824, 5.78510], [3.88276, 1.52289, -3.82560], [0.90692, 3.94971, -2.25054], [3.33404, 0.20640, 2.13496], [-4.71972, 1.68110, -1.72103], [4.82362, 0.85419, -2.85093], [-1.44462, -7.52334, 5.94701], [-3.00626, 0.74714, 1.69628], [0.18642, 8.27820, -4.38947], [-1.08971, -3.04533, 3.23354], [-3.16510, -8.93708, 7.12578], [-4.12800, -8.60758, 5.76189], [-5.86114, 2.93435, 0.24516], [4.05581, 1.57430, -4.90247], [1.70694, 1.49363, -3.87412], [2.41643, 0.15508, 1.55092], [-1.27090, 2.94125, -7.17758], [-4.34055, 0.76679, 2.85412], [-1.36665, 1.20074, 0.39292], [0.40456, 3.07002, -1.86083], [4.32934, -4.92549, 5.20863], [-1.67397, -2.47507, -0.67061], [3.08449, -0.23729, 3.09754], [0.61899, 7.40076, -5.86499], [-1.92941, 0.92328, -1.97642], [-7.37580, 2.18673, -0.27981], [1.74581, -2.01540, -1.55897], [0.03929, -4.09185, 2.52347], [3.86679, -0.40394, -1.30365], [-0.96504, -5.88647, -4.70967], [2.55344, 4.93449, 2.92538], [3.78704, 2.57311, -3.52851], [-0.55075, -4.54560, 5.03235], [-1.74796, -5.26188, 4.08688], [4.03092, -5.46507, 6.87816], [5.68080, 1.48195, -2.61382], [-4.37269, -7.66272, 7.26088], [0.06183, 1.55505, 1.34058], [-2.72001, 4.03950, -7.16748], [0.22584, 1.39857, -0.36425], [-2.44504, 4.74220, 0.69683], [-4.62121, 0.58315, 1.12276], [3.58767, 1.26160, 2.22290], [1.67827, -0.85994, 4.71345], [4.08377, 1.32913, -0.79087], [-1.20314, 4.46284, -0.56433], [-2.48672, -5.06422, -4.19698], [-6.97392, 3.70339, -0.93432], [0.48140, -0.78335, 6.07496], [8.28818, -1.82185, 0.76518], [8.02162, -1.03688, 2.32470], [-6.23050, 0.87327, -3.89871], [3.22885, -6.22421, 5.45300], [1.46695, 4.60517, -1.59130], [-1.89089, -6.55678, -3.42028], [-1.17956, 4.63312, -6.72941], [-0.32016, 1.22659, -2.58768], [-5.02370, 2.03207, -4.42101], [0.61907, -2.79458, 3.63302], [2.20212, -0.69964, 6.40556], [-2.46076, -1.42991, -1.87655], [2.81141, 4.60614, 1.19239], [1.60471, 3.44302, -2.92659], [-2.18224, 5.94087, -0.53385], [-4.68453, 0.32582, -4.68657], [5.17720, -0.12969, -3.16121], [-2.13769, -4.96783, 5.78650], [3.38696, 6.10350, 1.92349], [-1.35491, 0.11993, -3.45328], [1.23977, -1.83687, -3.26307], [2.42456, -0.10519, -3.93329], [-1.07035, 7.83736, -5.55308], [-3.26969, -2.87985, -1.21432], [8.25998, -0.08968, 0.78484], [0.22709, -1.24045, -1.99367]],
  "mulliken_charge": [-0.579, 0.027, -0.301, -0.313, -0.580, -0.260, -0.216, -0.306, -0.611, -0.410, -0.326, 0.001, -0.578, -0.350, -0.580, -0.223, -0.292, -0.395, -0.556, -0.634, 0.000, 0.183, -0.054, -0.340, -0.369, -0.675, -0.405, -0.386, 0.022, 1.226, -0.363, -0.730, -0.277, 0.621, -0.707, -0.305, -0.551, -0.730, -0.205, 0.767, -0.580, 0.581, -0.260, 0.575, -0.766, 0.788, -0.845, -0.058, -0.707, 0.024, -0.870, -0.871, -0.735, -0.049, 0.834, 0.727, -0.672, -0.138, 0.880, -0.518, -0.306, -0.356, 0.675, -0.885, 0.719, -0.020, 0.380, 0.397, 0.322, 0.291, 0.316, 0.478, 0.018, -0.178, 0.345, 0.369, -0.309, -0.726, 0.341, 0.190, 0.210, 0.304, -0.724, 0.281, 0.050, 0.436, 0.107, 0.305, 0.291, 0.127, -0.201, 0.298, 0.289, 0.377, 0.257, 0.645, 0.289, -0.352, 0.337, 0.195, 0.472, -0.226, 0.128, -0.150, 0.301, 0.281, 0.164, 0.252, 0.313, 0.332, 0.270, 0.625, 0.257, 0.139, -0.663, 0.320, -0.055, 0.383, 0.233, 0.171, 0.456, 0.314, 0.245, 0.312, 0.332, 0.302, 0.628, 0.501, 0.235, 0.247, 0.580, 0.285, -0.145],
  "e_lumo_ha": 0.0161,
  "multiplicity": 1,
  "smiles": "COC(=O)OC.COC(=O)OC.COC(=O)OC.COC(=O)OC.COC(=O)OC.COC(=O)OC.COC(=O)OC.COC(=O)OC.COC(=O)OC.COC(=O)OC.C1CCOC1",
  "homo_energy_ev": -9.73,
  "de_lowest_kcal_mol": 2.4,
  "total_charge": 0
}

=====

{
  "formula": "C34H70F4N5O20",
  "method": "ωB97M-V/def2-TZVPD",
  "elements": ["F", "F", "F", "F", "O", "O", "O", "O", "O", "O", "O", "O", "O", "O", "O", "O", "O", "O", "O", "O", "O", "O", "O", "O", "N", "N", "N", "N", "N", "C", "C", "C", "C", "C", "C", "C", "C", "C", "C", "C", "C", "C", "C", "C", "C", "C", "C", "C", "C", "C", "C", "C", "C", "C", "C", "C", "C", "C", "C", "C", "C", "C", "C", "H", "H", "H", "H", "H", "H", "H", "H", "H", "H", "H", "H", "H", "H", "H", "H", "H", "H", "H", "H", "H", "H", "H", "H", "H", "H", "H", "H", "H", "H", "H", "H", "H", "H", "H", "H", "H", "H", "H", "H", "H", "H", "H", "H", "H", "H", "H", "H", "H", "H", "H", "H", "H", "H", "H", "H", "H", "H", "H", "H", "H", "H", "H", "H", "H", "H", "H", "H", "H", "H"],
  "positions_angstrom": [[-3.43049, 7.28713, -4.75420], [-0.98250, -9.38357, -3.99956], [7.89517, -6.81473, -1.88427], [8.65888, 1.54465, -1.09085], [1.33536, 3.04613, -4.04513], [9.21327, -0.31185, 2.71626], [0.27487, 1.35225, -5.00497], [-7.26026, -7.38347, 1.54005], [6.05049, -6.99840, -0.91112], [1.07285, -10.22715, -2.08643], [-2.71444, 10.37645, -2.71205], [2.73214, 11.79431, -2.90195], [4.88697, -6.53380, 0.90512], [5.57668, -4.85106, -0.45987], [10.18240, 1.58027, 1.74423], [8.31924, 0.64328, 0.89826], [1.72815, 2.41621, -6.10323], [-6.44322, -3.14252, -3.20460], [-0.35870, -8.60495, -2.07669], [-0.17922, -9.76920, -0.27545], [-2.75778, 8.08868, -2.05075], [0.73178, 1.49182, 0.27736], [-1.84028, 8.62642, -4.01461], [0.31004, 3.97109, 7.69031], [-5.76605, -5.09392, 2.51873], [3.47640, 8.20649, -1.74488], [-5.40798, -1.82925, -5.63116], [-0.30519, -1.25184, 0.56705], [2.70764, 1.77812, 9.76966], [1.22273, -0.81679, 0.31069], [8.58717, 1.90638, 0.20615], [-6.26551, -3.02479, -5.69012], [-5.96026, -3.80798, -4.37074], [-2.45070, 6.91673, -2.66388], [6.65374, -6.31306, -1.89377], [1.14919, 2.86899, 8.02899], [-2.40106, 9.15512, -2.90216], [-0.64125, -1.02657, 2.07050], [3.81882, 10.25393, -0.49886], [2.10965, 4.05598, 10.21306], [1.61436, 2.75062, 9.55783], [5.39881, -6.16218, -0.10751], [1.27530, -9.54651, -3.36614], [10.04805, 2.29178, 0.57594], [-7.89397, -3.17187, -3.02010], [-2.19958, 7.25905, -4.11336], [2.46177, 12.40067, -4.16142], [-0.04651, -8.71266, -3.42437], [-6.09256, -8.23383, 1.42593], [1.66173, 0.64322, 0.79297], [-0.42633, -2.71146, 0.25125], [6.52924, -4.84790, -1.48092], [-7.49044, -6.79941, 2.88505], [0.18737, 4.17447, 6.31719], [-6.56598, -5.31071, 4.78794], [1.12201, 2.28502, -4.99910], [-1.41532, -0.62129, -0.35503], [-5.80822, -4.03208, -6.77959], [0.27704, -9.43691, -1.29214], [-6.28708, -6.08280, 3.45668], [3.07951, 9.64889, -1.56749], [9.24452, 0.58012, 1.82970], [3.21089, 10.48683, -2.87731], [7.87374, 2.72721, 0.27945], [-5.72224, -4.80660, 5.25919], [-5.15728, -7.83893, 1.82267], [-6.12265, -9.14796, 2.01885], [-5.52891, -6.85012, 3.61318], [2.71873, 1.59505, 10.76287], [2.62167, 4.77453, 9.57305], [1.05183, 4.75954, 6.00336], [-4.92680, -4.12733, -4.23626], [-8.29870, -6.06849, 2.86164], [3.76493, 11.33954, -0.58037], [-1.54866, 6.53635, -4.60540], [2.04610, 2.83050, 7.41077], [-6.09764, -5.07560, -6.65551], [-0.13087, -2.88887, -0.78284], [1.36633, -0.90454, -0.76625], [-8.38881, -3.24418, -3.98860], [3.55821, 9.79773, 0.45616], [-0.78949, 0.04507, 2.20357], [-1.42479, 6.62466, -2.43960], [2.17247, -8.92903, -3.32260], [4.82372, 9.86662, -0.66695], [0.18532, -3.20246, 1.00814], [-7.43642, -4.65991, 4.87087], [-2.35277, -0.96352, 0.08334], [-6.46598, -4.77352, -4.36172], [4.26499, 10.56052, -3.14477], [10.20141, 3.35275, 0.77322], [0.17056, -1.42974, 2.67591], [-0.78146, 4.63984, 6.13579], [1.37813, 12.51818, -4.15969], [0.12389, 3.22810, 5.78012], [0.19878, -7.84617, -4.03848], [2.87915, 7.69412, -1.11172], [2.50354, 0.86471, 9.39002], [1.61560, 0.54097, 1.87719], [2.74040, 10.01489, -3.73987], [0.80211, 2.22972, 10.06478], [2.96603, 13.36617, -4.12087], [2.77988, 11.83390, -5.03645], [-1.52665, -1.65200, 2.18458], [7.38298, -4.33556, -1.03737], [-3.20708, 6.15786, -2.46365], [-4.72553, -4.15592, -6.75634], [1.32738, 4.70163, 10.61217], [6.19985, -4.22335, -2.31130], [0.79324, 1.52397, -0.68013], [-8.18975, -2.23957, -2.53903], [2.68705, 0.86827, 0.49941], [-4.42669, -2.06139, -5.68836], [-1.35869, -0.97753, -1.38361], [-6.10162, -3.65793, -7.76041], [1.92858, -1.49725, 0.78699], [-5.51637, -1.31024, -4.77152], [-1.30596, 0.44984, -0.18522], [2.72881, 3.82865, 11.08086], [-6.84622, -6.10378, 5.48120], [-5.90716, -8.39899, 0.36459], [-8.22898, -4.10865, -2.57477], [6.00787, -6.76308, -2.64772], [0.64605, 1.92482, 7.82044], [-7.66278, -7.55447, 3.65205], [-6.46461, -4.37581, 2.39056], [-5.97557, -5.54697, 1.64070], [1.40567, -10.26226, -4.17781], [2.03895, 9.69033, -1.24561], [-1.46903, -2.98915, 0.40537], [-7.32799, -2.83820, -5.84641], [10.79131, 2.10976, -0.20029], [3.25589, 7.78688, -2.63673]],
  "mulliken_charge": [-0.295, -0.262, -0.268, -0.282, -0.736, -0.574, -0.699, -0.340, -0.314, -0.355, -0.575, -0.366, -0.485, -0.233, -0.324, -0.239, -0.749, -0.322, -0.302, -0.472, -0.301, -0.451, -0.281, -0.345, -0.640, -0.775, -0.674, 0.868, -0.815, -0.765, 0.340, 0.394, -0.843, -0.419, 0.340, -0.780, 0.657, -1.118, -1.429, -1.219, 0.607, 0.497, -0.467, -0.329, -0.733, 0.153, -0.718, 0.271, -0.789, -0.743, -1.300, -0.474, -0.667, -0.694, -1.529, 0.564, -1.020, -1.408, 0.620, 0.280, 0.773, 0.634, -0.644, 0.284, 0.366, 0.344, 0.326, 0.296, 0.241, 0.282, 0.290, 0.403, 0.389, 0.282, 0.431, 0.385, 0.366, 0.442, 0.505, 0.293, 0.346, 0.351, 0.301, 0.260, 0.335, 0.360, 0.359, 0.439, 0.361, 0.241, 0.241, 0.327, 0.257, 0.248, 0.283, 0.365, 0.266, 0.240, 0.350, 0.392, 0.238, 0.236, 0.370, 0.400, 0.284, 0.322, 0.353, 0.324, 0.267, 0.355, 0.269, 0.406, 0.282, 0.288, 0.325, 0.339, 0.267, 0.346, 0.356, 0.393, 0.290, 0.293, 0.334, 0.343, 0.321, 0.301, 0.293, 0.305, 0.197, 0.373, 0.353, 0.243, 0.252],
  "e_lumo_ha": 0.0375,
  "multiplicity": 1,
  "homo_energy_ev": -0.67,
  "de_lowest_kcal_mol": 306.9,
  "total_charge": -1
}